ORCA calculation (ωB97M-V/def2-TZVPD) on a structure of composition C23H47As3PdSb2.

XYZ file:
```
76
Properties=species:S:1:pos:R:3:forces:R:3
Pd -0.002 -0.239 -0.276 -0.312 -0.272 0.022
C -3.042 -3.419 -1.352 0.023 -0.070 -0.045
Sb -1.078 -2.574 -1.130 0.142 0.542 -0.004
C -0.149 -4.342 -0.367 0.025 -0.021 0.095
C -0.494 -2.757 -3.242 0.019 0.056 0.076
C 0.710 -3.617 -3.461 -0.047 -0.041 0.000
C 0.526 -4.992 -3.617 0.011 -0.006 0.005
C 1.590 -5.867 -3.755 -0.043 -0.019 0.004
C 2.883 -5.369 -3.741 0.034 0.012 -0.001
C 3.081 -4.004 -3.618 0.009 0.000 0.003
C 2.019 -3.107 -3.489 0.021 -0.126 0.028
C 2.327 -1.646 -3.407 -0.028 0.145 -0.088
Sb 2.219 -0.783 -1.424 0.184 0.093 0.023
C 3.697 -2.076 -0.560 -0.009 -0.017 -0.012
C 3.530 0.858 -1.881 -0.001 -0.014 0.020
H -2.966 -4.418 -1.783 -0.030 -0.005 0.001
H -3.644 -2.789 -2.005 0.004 0.019 0.004
H -3.528 -3.481 -0.379 -0.001 -0.001 0.007
H -0.101 -5.147 -1.097 -0.043 0.013 -0.014
H -0.713 -4.672 0.506 -0.007 0.011 -0.002
H 0.862 -4.091 -0.045 0.020 -0.012 -0.024
H -0.337 -1.729 -3.566 -0.011 -0.013 -0.007
H -1.353 -3.157 -3.783 -0.021 -0.022 0.044
H -0.488 -5.378 -3.622 -0.002 0.000 -0.006
H 1.410 -6.928 -3.872 -0.005 0.002 0.003
H 3.730 -6.034 -3.842 0.003 0.003 -0.002
H 4.092 -3.611 -3.637 -0.001 0.007 -0.002
H 1.653 -1.053 -4.029 -0.006 -0.016 0.016
H 3.343 -1.461 -3.758 0.006 -0.004 0.002
H 4.635 -2.031 -1.115 -0.007 0.016 -0.017
H 3.324 -3.100 -0.579 -0.001 0.003 -0.005
H 3.875 -1.791 0.476 -0.005 0.018 0.000
H 4.473 0.509 -2.302 -0.008 -0.025 -0.003
H 3.729 1.428 -0.974 -0.002 -0.007 0.002
H 3.038 1.515 -2.599 -0.001 -0.006 -0.003
C -0.868 -0.251 3.570 0.022 0.005 0.009
As 0.338 0.234 2.104 0.075 -0.144 -0.131
C 1.993 -0.373 2.957 -0.013 0.028 -0.006
C 0.649 2.148 2.450 -0.083 0.068 0.056
C -0.324 3.202 1.883 0.077 -0.044 0.007
C 0.081 4.554 2.492 0.000 -0.046 -0.013
C -0.187 3.358 0.354 -0.076 0.028 0.007
As -0.875 1.968 -0.864 0.080 -0.194 -0.063
C -2.770 2.458 -0.991 0.028 0.039 0.038
C -0.306 2.881 -2.501 0.025 -0.011 0.020
C -1.780 2.886 2.246 -0.030 -0.017 0.043
As -2.241 2.943 4.175 -0.053 0.097 -0.057
C -4.044 2.195 3.944 0.043 -0.012 0.003
C -2.831 4.819 4.272 0.014 -0.021 0.003
H -1.903 -0.066 3.285 0.000 0.015 0.011
H -0.632 0.294 4.485 -0.009 -0.014 -0.022
H -0.755 -1.321 3.746 0.007 -0.013 -0.021
H 2.087 0.017 3.972 0.001 0.002 0.000
H 2.840 -0.037 2.359 0.001 0.003 0.001
H 2.000 -1.463 2.983 -0.012 0.002 0.000
H 1.647 2.343 2.045 0.003 -0.003 0.016
H 0.716 2.266 3.536 -0.012 -0.001 -0.009
H 1.094 4.823 2.187 0.002 -0.009 -0.004
H 0.062 4.511 3.584 0.019 0.017 -0.010
H -0.595 5.347 2.164 -0.004 0.001 0.009
H 0.874 3.451 0.102 -0.009 -0.003 -0.027
H -0.670 4.294 0.052 -0.003 0.001 0.017
H -2.893 3.542 -0.977 -0.014 -0.003 -0.003
H -3.338 2.012 -0.177 0.012 0.002 0.012
H -3.153 2.066 -1.933 0.018 -0.012 -0.003
H -0.638 3.920 -2.513 -0.002 -0.002 0.000
H -0.720 2.357 -3.362 -0.007 -0.005 0.006
H 0.781 2.846 -2.565 0.000 0.006 0.003
H -2.039 1.881 1.896 -0.003 0.016 -0.001
H -2.451 3.583 1.734 -0.008 0.005 0.004
H -3.980 1.124 3.756 -0.004 -0.012 -0.011
H -4.562 2.674 3.111 0.015 0.007 -0.005
H -4.620 2.348 4.856 0.015 0.008 0.004
H -1.972 5.485 4.325 -0.023 -0.006 0.000
H -3.424 4.952 5.176 -0.003 -0.015 0.003
H -3.439 5.083 3.406 0.000 -0.007 -0.008
```
Positions in Å, forces in eV/Å.

For the maximum force, the calculation gives 0.01091 Eh/bohr. The energy above the lowest of the compared OMol25 structures with the same formula, charge and spin comes out at 0.00 kcal per mole. The total charge is 0. The total energy is -8220.2329 Ha. The LUMO energy is 0.68 eV.

Löwdin analysis output, partial charges in e:
1. Pd -0.49
2. C -0.35
3. Sb 1.26
4. C -0.31
5. C -0.31
6. C -0.30
7. C -0.08
8. C -0.09
9. C -0.09
10. C -0.06
11. C -0.28
12. C -0.32
13. Sb 1.25
14. C -0.31
15. C -0.32
16. H 0.00
17. H 0.00
18. H -0.01
19. H 0.00
20. H 0.00
21. H -0.01
22. H 0.03
23. H 0.06
24. H 0.11
25. H 0.10
26. H 0.10
27. H 0.11
28. H 0.06
29. H 0.06
30. H 0.01
31. H -0.01
32. H -0.01
33. H 0.00
34. H -0.01
35. H -0.01
36. C -0.33
37. As 1.02
38. C -0.31
39. C -0.36
40. C -0.69
41. C -0.09
42. C -0.35
43. As 1.02
44. C -0.31
45. C -0.31
46. C -0.39
47. As 1.11
48. C -0.34
49. C -0.35
50. H -0.01
51. H 0.01
52. H 0.02
53. H 0.03
54. H 0.01
55. H 0.02
56. H 0.08
57. H 0.06
58. H 0.09
59. H 0.06
60. H 0.09
61. H 0.08
62. H 0.08
63. H 0.03
64. H 0.01
65. H 0.02
66. H 0.03
67. H 0.02
68. H 0.01
69. H 0.04
70. H 0.07
71. H 0.00
72. H 0.02
73. H 0.02
74. H 0.00
75. H 0.02
76. H 0.02

---

ORCA calculation (ωB97M-V/def2-TZVPD) on the molecule C6H6S2 at a distorted geometry.

XYZ file:
```
14
Properties=species:S:1:pos:R:3:forces:R:3
C 0.682 1.430 -0.218 -1.021 -0.903 -0.492
C 0.012 0.356 -0.709 -0.007 -2.567 0.781
C -1.018 -2.128 1.854 -0.839 0.466 1.628
C 0.396 -0.495 0.468 0.078 3.719 -1.455
C 1.001 0.749 1.086 3.178 1.191 2.653
C -0.684 -0.148 -1.945 1.130 1.140 -0.966
S -1.983 -1.294 2.802 0.402 -0.485 -0.840
S 0.364 -2.076 0.916 -0.032 -1.940 -0.439
H 0.941 2.279 -0.801 0.381 0.989 0.286
H 2.147 0.739 1.386 -1.760 -0.487 -1.098
H 0.666 1.190 2.074 -0.706 -0.536 -1.286
H -1.409 -0.934 -1.659 0.828 0.046 -0.681
H 0.099 -0.302 -2.776 -1.046 -1.002 1.426
H -1.214 0.636 -2.479 -0.585 0.367 0.484
```
Positions in Å, forces in eV/Å.

For the maximum force, the calculation gives 0.08377 Eh/bohr. The energy above the lowest of the compared OMol25 structures with the same formula, charge and spin comes out at 94.76 kcal per mole. The total charge is 0. The total energy is -1028.4047 Ha. The LUMO energy (alpha / beta) is -0.55 / -0.40 eV.

Löwdin analysis output, partial charges in e:
1. C -0.02
2. C -0.26
3. C -1.01
4. C -0.57
5. C -0.19
6. C -0.05
7. S 0.62
8. S 0.88
9. H 0.10
10. H 0.14
11. H 0.11
12. H 0.09
13. H 0.11
14. H 0.06

---

Which value of maximum force does entry 2 give? 0.08377 Eh/bohr